Record 1
Here is C52H60AsMnN4OPSi3 as an isolated structure from the OMol25 dataset. Energies are from ωB97M-V with the def2-TZVPD basis set.

CARTESIAN COORDINATES (ANGSTROEM)
Mn (0.675, 0.458, 0.228)
O (-0.744, -0.048, -1.086)
C (0.329, 0.207, -1.675)
C (0.992, 0.381, -2.879)
C (0.643, -0.084, -4.175)
C (1.566, 0.002, -5.188)
C (2.835, 0.566, -4.988)
C (3.179, 1.084, -3.741)
C (2.270, 1.004, -2.711)
P (2.282, 1.567, -1.010)
C (3.987, 1.985, -0.586)
C (4.634, 1.102, 0.279)
C (5.956, 1.323, 0.630)
C (6.632, 2.417, 0.110)
C (5.988, 3.296, -0.751)
C (4.664, 3.085, -1.103)
C (1.169, 3.023, -1.190)
C (0.044, 2.973, -0.364)
C (-1.020, 3.835, -0.558)
C (-0.956, 4.773, -1.580)
C (0.166, 4.841, -2.395)
C (1.221, 3.957, -2.216)
H (-0.328, -0.526, -4.339)
H (1.309, -0.376, -6.170)
H (3.538, 0.614, -5.807)
H (4.144, 1.551, -3.582)
H (4.086, 0.253, 0.672)
H (6.456, 0.647, 1.311)
H (7.669, 2.584, 0.372)
H (6.522, 4.152, -1.142)
H (4.167, 3.778, -1.772)
H (0.026, 2.237, 0.449)
H (-1.895, 3.779, 0.078)
H (-1.788, 5.443, -1.748)
H (0.206, 5.571, -3.192)
H (2.063, 3.974, -2.897)
C (3.718, -4.154, -1.333)
C (2.878, -4.608, -0.323)
C (1.989, -3.753, 0.298)
C (1.923, -2.398, -0.078)
C (2.802, -1.946, -1.069)
C (3.678, -2.814, -1.692)
N (1.015, -1.516, 0.504)
N (0.165, -2.080, 1.338)
C (-0.686, -1.275, 1.980)
C (-1.506, -1.807, 3.005)
C (-2.311, -0.966, 3.728)
C (-2.322, 0.405, 3.426)
C (-1.511, 0.856, 2.412)
N (-0.721, 0.059, 1.689)
H (4.408, -4.830, -1.820)
H (2.927, -5.643, -0.008)
H (1.345, -4.098, 1.091)
H (2.796, -0.904, -1.347)
H (4.342, -2.441, -2.462)
H (-1.446, -2.867, 3.209)
H (-2.924, -1.344, 4.536)
H (-2.948, 1.096, 3.973)
H (-1.474, 1.916, 2.177)
N (1.647, 1.032, 1.632)
C (1.992, 1.537, 2.730)
C (1.864, 2.999, 3.037)
C (1.493, 3.404, 4.320)
C (1.322, 4.750, 4.603)
C (1.530, 5.704, 3.619)
C (1.910, 5.310, 2.344)
C (2.070, 3.964, 2.057)
C (2.532, 0.693, 3.844)
C (3.827, 0.907, 4.307)
C (4.321, 0.155, 5.361)
C (3.518, -0.796, 5.975)
C (2.226, -1.009, 5.517)
C (1.737, -0.273, 4.448)
H (1.335, 2.655, 5.086)
H (1.031, 5.053, 5.601)
H (1.409, 6.755, 3.846)
H (2.079, 6.049, 1.571)
H (2.385, 3.653, 1.075)
H (4.441, 1.669, 3.841)
H (5.333, 0.317, 5.709)
H (3.895, -1.367, 6.814)
H (1.595, -1.749, 5.993)
H (0.722, -0.426, 4.102)
C (-5.301, -4.502, -0.679)
Si (-3.990, -3.509, 0.243)
C (-2.464, -4.569, 0.559)
C (-4.791, -2.864, 1.824)
As (-3.063, -1.623, -0.925)
Si (-2.513, -2.433, -3.092)
C (-3.622, -3.840, -3.691)
C (-2.693, -1.076, -4.393)
C (-0.748, -3.066, -2.884)
Si (-4.713, 0.082, -1.117)
C (-4.300, 1.337, -2.461)
C (-4.693, 0.983, 0.538)
C (-6.380, -0.735, -1.458)
H (-5.666, -5.286, -0.011)
H (-4.909, -4.983, -1.573)
H (-6.155, -3.889, -0.973)
H (-2.652, -5.322, 1.327)
H (-1.621, -3.951, 0.881)
H (-2.160, -5.095, -0.349)
H (-4.820, -3.644, 2.586)
H (-5.817, -2.539, 1.639)
H (-4.236, -2.020, 2.226)
H (-4.682, -3.624, -3.546)
H (-3.391, -4.783, -3.195)
H (-3.461, -3.980, -4.761)
H (-3.740, -0.952, -4.675)
H (-2.146, -1.354, -5.296)
H (-2.322, -0.108, -4.056)
H (-0.744, -3.994, -2.309)
H (-0.131, -2.348, -2.339)
H (-0.263, -3.266, -3.841)
H (-3.229, 1.551, -2.486)
H (-4.820, 2.274, -2.258)
H (-4.599, 0.997, -3.453)
H (-3.825, 1.645, 0.583)
H (-4.613, 0.283, 1.372)
H (-5.587, 1.589, 0.687)
H (-6.332, -1.390, -2.331)
H (-7.134, 0.029, -1.654)
H (-6.714, -1.330, -0.607)

Cartesian forces, eV/Å:
-0.06 -0.82 0.30
-0.51 -0.04 0.01
0.37 -0.16 -0.16
0.34 -0.06 -0.25
-0.22 0.05 0.18
0.08 0.09 -0.04
0.00 0.00 -0.14
-0.05 0.03 0.12
-0.17 -0.21 0.07
-0.15 0.37 -0.48
-0.26 -0.21 0.35
-0.08 0.03 -0.01
0.05 0.01 -0.01
-0.02 -0.03 0.00
0.05 0.05 -0.01
-0.05 0.04 0.01
0.12 -0.14 0.22
0.26 -0.02 -0.33
-0.10 -0.04 0.07
0.02 -0.01 0.04
0.00 0.02 -0.05
0.07 0.06 0.05
0.14 -0.02 -0.07
0.00 -0.02 0.00
0.00 0.00 0.01
0.03 -0.04 0.00
0.06 0.01 0.07
0.00 -0.03 -0.03
-0.01 0.03 0.03
-0.02 -0.01 -0.03
-0.01 0.01 0.03
-0.33 0.67 0.23
0.01 0.00 0.00
0.02 0.04 0.02
0.01 -0.01 0.00
-0.01 0.00 -0.02
0.01 0.02 0.01
0.05 -0.03 -0.04
-0.12 0.26 0.03
0.26 -0.41 -0.15
-0.14 0.15 0.17
0.08 -0.09 -0.03
-0.48 0.76 -0.05
0.18 -0.70 0.01
0.05 0.45 -0.10
-0.09 0.01 0.03
0.09 0.02 -0.09
-0.03 0.02 0.02
-0.06 0.26 0.06
0.15 -0.49 -0.27
0.00 -0.01 0.01
-0.03 0.00 -0.01
-0.01 -0.06 0.00
-0.01 -0.10 -0.05
-0.02 0.04 0.00
0.03 0.00 0.02
0.00 -0.06 -0.02
0.05 0.03 0.01
0.02 -0.03 -0.05
0.20 0.60 0.46
0.09 -0.11 -0.17
-0.16 0.03 0.03
0.04 -0.05 -0.12
-0.04 -0.02 0.10
0.02 0.07 -0.04
-0.05 -0.01 -0.01
0.06 -0.08 0.09
0.15 -0.06 -0.02
-0.04 0.00 0.01
0.07 0.01 -0.01
-0.03 -0.04 0.01
0.00 -0.01 -0.01
-0.03 0.02 -0.03
0.01 0.04 0.05
0.00 0.01 -0.01
-0.01 -0.01 0.01
0.03 0.00 0.02
0.07 -0.01 -0.14
0.01 0.01 0.02
-0.01 0.01 0.02
0.02 -0.01 -0.02
0.01 0.00 0.01
0.00 -0.02 -0.04
0.26 0.47 -0.37
0.03 -0.85 0.98
-0.14 0.34 -0.11
0.16 0.18 -0.38
-0.80 -0.30 -0.54
0.78 -0.43 -1.03
-0.08 0.17 0.51
-0.11 0.09 0.49
-0.28 0.24 0.17
-0.46 1.17 0.23
0.18 -0.44 0.04
0.12 -0.37 -0.15
0.46 -0.30 0.08
0.08 0.06 0.15
-0.02 -0.03 0.03
-0.02 -0.02 0.03
-0.10 0.01 0.01
0.02 -0.04 0.01
-0.01 0.02 -0.02
0.03 -0.07 -0.05
0.00 -0.02 -0.03
0.03 0.03 0.11
0.00 -0.03 -0.04
0.00 0.01 0.01
0.12 0.11 -0.02
-0.03 -0.04 0.04
0.02 -0.11 0.03
-0.03 0.00 -0.05
-0.03 0.00 0.02
0.05 -0.05 -0.04
-0.08 0.02 -0.07
-0.01 0.03 0.03
-0.07 -0.04 0.11
0.01 0.00 0.00
0.03 -0.02 -0.01
-0.03 0.04 0.04
-0.05 -0.02 -0.11
-0.04 0.02 -0.01
0.07 0.11 0.02
-0.01 0.01 0.00

Properties
Electronic energy ... -6908.15256 hartree
Energy relative to the best compared isomer or geometry (same formula, charge and spin) ... 4.532 eV
Net charge ... +1
⟨S²⟩ ... 6.101
Spin multiplicity ... 5
Kohn-Sham gap (alpha / beta) ... 6.49 / 4.78 eV
E_HOMO (alpha / beta) ... -8.289 / -10.045 eV


Record 2
Here is a 2-piece molecular cluster, S2 overall from the OMol25 dataset. Energies are from ωB97M-V with the def2-TZVPD basis set.

CARTESIAN COORDINATES (ANGSTROEM)
S (0.750, -1.570, -0.253)
S (-0.750, 1.570, 0.253)

Cartesian forces, eV/Å:
-1.23 2.58 0.42
1.23 -2.58 -0.42

Properties
Electronic energy ... -796.05281 hartree
Energy relative to the best compared isomer or geometry (same formula, charge and spin) ... 7.297 eV
Net charge ... 0
Kohn-Sham gap ... 4.19 eV
E_HOMO ... -9.469 eV


Record 3
Here is a 4-piece molecular cluster, CH11N3O3 overall from the OMol25 dataset. Energies are from ωB97M-V with the def2-TZVPD basis set.

CARTESIAN COORDINATES (ANGSTROEM)
N (1.119, 1.435, 0.318)
C (0.880, 0.577, -0.687)
N (-0.374, 0.327, -1.253)
N (1.865, -0.295, -1.172)
H (0.249, 1.961, 0.579)
H (-0.545, 0.012, -2.212)
H (-1.197, 0.664, -0.791)
H (2.881, -0.238, -1.134)
H (1.580, -1.282, -1.514)
O (0.898, 0.624, 3.906)
H (1.376, 0.452, 3.181)
H (1.443, 1.140, 4.516)
O (-2.359, -3.827, -4.048)
H (-2.952, -3.315, -3.504)
H (-1.413, -3.564, -4.053)
O (-1.348, 1.605, 2.356)
H (-1.873, 1.875, 3.268)
H (-0.628, 1.347, 2.817)

Cartesian forces, eV/Å:
-1.18 -1.90 -2.24
0.42 1.03 2.33
0.16 -0.29 -0.40
-0.66 -2.42 -1.38
0.99 -0.58 -0.68
0.72 0.25 0.81
0.13 0.27 0.26
-0.82 0.84 0.61
0.27 2.77 0.89
-2.81 1.12 4.55
2.97 -0.89 -4.32
-0.11 -0.20 -0.38
0.85 -0.81 -0.86
0.57 0.55 0.33
-1.42 0.26 0.53
-6.00 2.56 1.88
1.29 -0.78 -3.82
4.64 -1.77 1.88

Properties
SMILES ... N=C(N)N.O.O.O
Electronic energy ... -434.64485 hartree
Energy relative to the best compared isomer or geometry (same formula, charge and spin) ... 2.065 eV
Net charge ... 0
Kohn-Sham gap ... 9.01 eV
E_HOMO ... -8.665 eV


Record 4
Here is C64H79N4O2PPb as an isolated structure from the OMol25 dataset. Energies are from ωB97M-V with the def2-TZVPD basis set.

CARTESIAN COORDINATES (ANGSTROEM)
Pb (0.155, 0.762, 0.207)
C (1.010, 0.682, -3.642)
N (2.442, 0.439, -3.515)
C (3.050, 1.113, -2.373)
C (2.759, -0.976, -3.587)
C (1.909, -1.970, -2.778)
N (1.760, -1.746, -1.346)
C (3.074, -1.865, -0.709)
C (3.164, -2.040, 0.789)
C (3.782, -3.193, 1.242)
C (4.085, -3.412, 2.579)
C (3.761, -2.387, 3.461)
C (3.162, -1.196, 3.073)
C (2.810, -0.995, 1.694)
O (2.243, 0.100, 1.274)
C (2.956, -0.087, 4.117)
C (3.720, 1.178, 3.685)
C (3.484, -0.483, 5.500)
C (1.465, 0.236, 4.266)
C (4.835, -4.674, 3.001)
C (6.240, -4.651, 2.374)
C (4.087, -5.927, 2.523)
C (5.004, -4.776, 4.519)
C (0.821, -2.740, -0.788)
C (-0.487, -2.884, -1.525)
C (-0.649, -3.970, -2.378)
C (-1.835, -4.225, -3.045)
C (-2.914, -3.391, -2.735)
C (-2.830, -2.316, -1.870)
C (-1.549, -1.970, -1.301)
O (-1.392, -0.900, -0.593)
C (-4.098, -1.551, -1.466)
C (-4.020, -0.069, -1.870)
C (-5.359, -2.138, -2.109)
C (-4.267, -1.658, 0.058)
C (-2.020, -5.395, -4.008)
C (-2.955, -6.441, -3.378)
C (-2.639, -4.908, -5.328)
C (-0.693, -6.078, -4.349)
H (0.791, 1.729, -3.445)
H (0.408, 0.099, -2.931)
H (0.690, 0.428, -4.658)
H (2.845, 2.180, -2.426)
H (4.133, 0.961, -2.409)
H (2.682, 0.770, -1.403)
H (3.819, -1.088, -3.340)
H (2.636, -1.288, -4.633)
H (2.358, -2.970, -2.963)
H (0.909, -1.996, -3.208)
H (3.650, -0.977, -0.977)
H (3.595, -2.734, -1.155)
H (4.057, -3.939, 0.501)
H (4.003, -2.521, 4.506)
H (4.793, 0.971, 3.623)
H (3.559, 1.985, 4.408)
H (3.370, 1.502, 2.709)
H (4.554, -0.709, 5.472)
H (2.950, -1.348, 5.901)
H (3.331, 0.353, 6.187)
H (1.066, 0.624, 3.335)
H (1.310, 0.989, 5.047)
H (0.898, -0.658, 4.531)
H (6.182, -4.629, 1.285)
H (6.817, -5.533, 2.675)
H (6.774, -3.756, 2.700)
H (3.972, -5.930, 1.439)
H (3.089, -5.958, 2.966)
H (4.626, -6.835, 2.813)
H (5.623, -3.962, 4.900)
H (5.496, -5.720, 4.770)
H (4.037, -4.747, 5.025)
H (0.633, -2.457, 0.250)
H (1.310, -3.732, -0.774)
H (0.204, -4.626, -2.513)
H (-3.871, -3.608, -3.195)
H (-3.957, 0.029, -2.957)
H (-3.143, 0.391, -1.424)
H (-4.916, 0.460, -1.523)
H (-5.337, -2.044, -3.199)
H (-6.229, -1.589, -1.741)
H (-5.488, -3.191, -1.849)
H (-3.440, -1.167, 0.561)
H (-4.281, -2.706, 0.369)
H (-5.202, -1.188, 0.381)
H (-3.917, -5.992, -3.125)
H (-2.515, -6.835, -2.460)
H (-3.132, -7.274, -4.067)
H (-3.606, -4.432, -5.163)
H (-2.786, -5.750, -6.012)
H (-1.980, -4.180, -5.805)
H (-0.258, -6.562, -3.472)
H (0.025, -5.354, -4.739)
H (-0.859, -6.845, -5.111)
C (-2.336, -2.827, 4.268)
C (-1.367, -2.832, 3.268)
C (-1.048, -1.682, 2.579)
C (-1.693, -0.451, 2.839)
C (-2.658, -0.463, 3.875)
C (-2.966, -1.625, 4.562)
N (-1.297, 0.673, 2.178)
C (-2.019, 1.852, 2.317)
C (-1.375, 3.037, 2.698)
C (-2.087, 4.215, 2.846)
C (-3.450, 4.259, 2.582)
C (-4.094, 3.106, 2.153)
C (-3.394, 1.919, 2.029)
H (-2.595, -3.733, 4.804)
H (-0.853, -3.754, 3.017)
H (-0.291, -1.708, 1.806)
H (-3.160, 0.457, 4.145)
H (-3.712, -1.589, 5.351)
H (-0.306, 3.009, 2.880)
H (-1.576, 5.114, 3.170)
H (-3.996, 5.189, 2.690)
H (-5.150, 3.131, 1.904)
H (-3.886, 1.015, 1.686)
N (0.191, 3.123, -0.679)
P (-0.318, 4.531, -0.919)
C (0.497, 5.571, -2.260)
C (0.536, 6.966, -2.251)
C (1.158, 7.668, -3.274)
C (1.764, 6.988, -4.321)
C (1.740, 5.601, -4.339)
C (1.111, 4.905, -3.316)
C (-2.099, 4.706, -1.426)
C (-2.622, 5.608, -2.349)
C (-3.936, 5.491, -2.781)
C (-4.745, 4.474, -2.292)
C (-4.240, 3.579, -1.359)
C (-2.923, 3.689, -0.941)
C (-0.169, 5.780, 0.442)
C (-1.133, 6.706, 0.820)
C (-0.865, 7.624, 1.827)
C (0.367, 7.621, 2.466)
C (1.328, 6.682, 2.109)
C (1.055, 5.764, 1.108)
H (0.074, 7.516, -1.441)
H (1.174, 8.752, -3.249)
H (2.253, 7.537, -5.118)
H (2.216, 5.061, -5.149)
H (1.089, 3.823, -3.331)
H (-2.004, 6.409, -2.736)
H (-4.329, 6.187, -3.514)
H (-5.765, 4.375, -2.645)
H (-4.863, 2.782, -0.972)
H (-2.500, 2.978, -0.240)
H (-2.097, 6.705, 0.323)
H (-1.623, 8.343, 2.119)
H (0.574, 8.341, 3.249)
H (2.284, 6.665, 2.618)
H (1.775, 5.001, 0.829)

Cartesian forces, eV/Å:
0.19 0.06 -0.28
0.12 -0.07 0.10
-0.13 0.10 0.10
-0.16 -0.02 -0.09
0.08 -0.01 0.09
-0.02 0.10 -0.08
-0.10 0.00 -0.08
0.08 0.14 0.05
-0.05 0.08 -0.06
-0.03 -0.06 0.09
0.04 -0.05 0.01
0.03 -0.09 0.02
0.01 0.12 -0.04
0.04 0.01 0.22
0.21 -0.25 0.05
-0.02 0.07 -0.06
-0.09 -0.12 -0.03
-0.02 0.00 -0.04
0.05 0.04 -0.03
0.04 -0.03 -0.02
-0.06 -0.05 0.06
0.02 0.04 0.03
-0.02 0.03 -0.09
0.02 0.14 -0.05
0.02 -0.03 0.16
-0.06 -0.05 -0.06
0.06 -0.05 0.00
0.05 -0.02 -0.04
-0.03 0.10 -0.01
-0.18 -0.05 -0.07
-0.16 -0.19 0.02
0.06 0.10 0.00
0.05 -0.16 0.03
0.05 0.02 0.01
0.02 0.00 -0.02
-0.04 -0.06 -0.04
0.04 0.02 -0.07
0.05 -0.02 0.07
-0.09 0.04 0.04
0.02 0.07 -0.04
-0.03 0.04 -0.01
-0.04 -0.01 0.05
-0.01 0.12 -0.07
-0.03 0.02 0.02
-0.03 -0.03 0.12
-0.01 -0.02 -0.02
0.07 -0.08 0.02
-0.05 -0.02 -0.01
0.02 -0.02 -0.04
0.02 -0.03 -0.02
0.01 0.02 -0.01
-0.02 0.00 -0.01
0.00 0.01 -0.07
-0.01 0.02 0.02
0.01 -0.02 0.01
0.01 0.05 -0.08
-0.01 0.00 0.05
0.02 0.01 0.03
0.00 0.01 0.01
-0.11 -0.02 -0.05
0.02 0.01 0.01
-0.02 0.00 0.01
0.01 -0.01 -0.01
0.00 0.00 -0.02
0.03 0.00 -0.02
-0.02 -0.01 -0.01
-0.01 -0.02 -0.02
0.01 0.00 0.00
-0.03 0.01 0.05
0.01 0.00 0.01
0.01 0.01 0.03
0.06 -0.08 -0.09
0.00 0.01 0.03
0.01 0.03 0.00
0.04 -0.03 0.04
0.00 0.03 0.03
0.03 0.08 0.00
0.02 -0.03 -0.04
-0.03 -0.03 0.02
-0.01 0.01 -0.01
-0.04 0.01 -0.01
0.16 0.02 0.12
-0.02 0.01 0.01
-0.02 0.02 -0.04
-0.02 -0.01 0.01
-0.02 0.01 0.01
0.00 0.00 0.01
-0.01 0.02 -0.02
-0.01 0.01 -0.01
-0.02 0.02 -0.01
0.04 0.02 -0.01
0.03 -0.03 0.00
0.01 -0.02 0.01
-0.08 -0.01 0.09
0.01 -0.05 -0.03
-0.02 0.11 -0.13
-0.01 -0.05 0.21
-0.03 0.05 -0.05
0.04 -0.11 -0.03
0.21 0.27 -0.21
-0.15 -0.11 0.11
-0.01 -0.11 -0.02
-0.05 0.08 -0.02
-0.02 0.12 0.02
-0.03 -0.11 0.08
-0.01 0.03 0.00
0.03 0.00 -0.01
0.03 0.02 0.00
-0.01 0.00 0.07
0.01 0.00 0.00
0.00 0.02 -0.01
-0.02 -0.02 0.04
0.05 -0.01 -0.04
0.00 -0.01 -0.02
0.00 0.02 0.02
-0.02 0.01 0.03
0.18 -0.30 0.05
-0.42 0.94 -0.29
0.00 -0.20 0.16
-0.02 -0.08 -0.02
0.01 0.06 -0.03
-0.01 0.03 0.01
0.01 0.01 -0.04
-0.05 -0.11 0.00
0.15 -0.45 -0.03
0.03 0.07 0.14
-0.06 0.05 -0.01
0.00 0.00 0.00
-0.05 0.00 0.02
0.09 0.13 -0.01
0.17 -0.28 0.01
0.01 -0.02 -0.16
-0.03 0.08 0.03
-0.03 0.02 0.04
0.02 -0.02 0.04
-0.06 -0.02 0.03
0.01 0.01 0.04
0.00 -0.01 0.00
0.01 0.00 0.01
-0.01 -0.02 0.01
0.02 -0.02 0.08
0.03 -0.03 -0.08
0.01 0.01 0.01
0.00 0.00 0.01
0.04 0.02 0.00
-0.07 -0.02 -0.05
-0.01 0.01 0.03
0.00 -0.01 0.00
0.00 -0.01 0.00
-0.01 -0.01 0.00
0.04 0.04 0.04

Properties
Electronic energy ... -3389.95421 hartree
Energy relative to the best compared isomer or geometry (same formula, charge and spin) ... 0.002 eV
Net charge ... -2
Kohn-Sham gap ... 5.86 eV
E_HOMO ... -1.887 eV